Record 1
104
Properties=species:S:1:pos:R:3 method="wB97M-V/def2-TZVPD" gap_ev="8.89 / 5.68" total_charge=+1 largest_force_ev_per_a=1.58 multiplicity=5
Pt 1.34 0.43 0.69
O 1.55 4.84 0.06
C 1.45 3.74 0.51
O 1.24 2.63 0.05
C 1.58 3.75 2.20
C 0.49 2.87 2.82
C 0.43 3.26 4.32
C 1.71 2.57 4.85
C 2.28 1.96 3.56
O 1.08 1.58 2.88
C 2.83 3.10 2.70
C 3.76 2.53 1.46
O 4.55 3.33 1.06
O 3.54 1.34 1.16
H 1.49 4.81 2.41
H -0.46 2.83 2.30
H 0.44 4.33 4.47
H -0.46 2.85 4.79
H 2.40 3.26 5.33
H 1.46 1.78 5.56
H 2.95 1.11 3.69
H 3.50 3.78 3.23
C -0.70 2.98 -4.66
C -0.29 2.32 -3.35
C -0.82 3.08 -2.16
O -0.83 0.96 -3.37
P -0.19 -0.23 -2.53
O 0.94 0.14 -1.66
C -1.59 -1.02 -1.64
P -2.11 0.13 -0.35
O -1.04 0.82 0.40
O -3.07 1.21 -0.99
C -4.28 0.86 -1.69
C -4.12 1.17 -3.17
C -5.43 1.65 -1.08
O -3.01 -0.81 0.58
C -3.60 -0.21 1.75
C -4.89 -0.96 2.03
C -2.65 -0.25 2.94
O 0.32 -1.38 -3.50
C 0.11 -1.67 -4.88
C 0.67 -0.56 -5.76
C -1.36 -1.95 -5.19
H -0.41 4.03 -4.64
H -1.78 2.93 -4.79
H -0.22 2.52 -5.52
H 0.80 2.24 -3.28
H -1.90 3.18 -2.20
H -0.36 4.06 -2.12
H -0.56 2.55 -1.24
H -1.22 -1.93 -1.16
H -2.41 -1.29 -2.30
H -4.47 -0.22 -1.56
H -4.04 2.25 -3.31
H -4.99 0.81 -3.72
H -3.23 0.72 -3.58
H -5.17 2.71 -1.06
H -5.62 1.33 -0.06
H -6.33 1.51 -1.66
H -3.82 0.83 1.50
H -4.68 -2.01 2.23
H -5.56 -0.91 1.18
H -5.38 -0.54 2.89
H -2.50 -1.27 3.28
H -3.08 0.34 3.74
H -1.69 0.19 2.66
H 0.70 -2.58 -5.02
H 0.06 0.33 -5.68
H 0.69 -0.89 -6.80
H 1.69 -0.32 -5.44
H -1.96 -1.04 -5.10
H -1.75 -2.72 -4.53
H -1.44 -2.32 -6.21
C 3.92 -1.53 2.54
Si 2.22 -1.52 1.60
C 3.10 -2.62 -0.37
C 3.70 -1.44 -1.06
C 1.85 -3.17 -0.98
C 4.07 -3.64 0.11
C 1.02 -2.75 2.61
C -0.34 -2.82 1.93
C 1.57 -4.16 2.81
C 0.86 -2.11 4.00
H 4.41 -2.50 2.60
H 3.77 -1.19 3.56
H 4.61 -0.84 2.06
H 2.95 -0.71 -1.33
H 4.18 -1.78 -1.99
H 4.47 -0.96 -0.46
H 1.11 -2.39 -1.14
H 1.44 -3.96 -0.37
H 2.08 -3.59 -1.96
H 4.99 -3.18 0.47
H 4.33 -4.30 -0.72
H 3.65 -4.27 0.89
H -0.28 -3.38 1.00
H -0.72 -1.83 1.71
H -1.06 -3.33 2.57
H 1.63 -4.70 1.87
H 0.91 -4.72 3.47
H 2.55 -4.14 3.27
H 0.53 -1.08 3.92
H 1.80 -2.14 4.54
H 0.13 -2.67 4.58

---

Record 2
53
Properties=species:S:1:pos:R:3 method="wB97M-V/def2-TZVPD" gap_ev=9.83 total_charge=-1 largest_force_ev_per_a=6.66 multiplicity=1
B -0.17 -0.50 0.47
F 0.14 -1.78 0.86
F 0.67 -0.18 -0.64
F -1.41 -0.31 -0.02
F -0.01 0.44 1.50
C -0.23 -1.81 4.09
C -0.38 -1.04 5.49
N -0.52 -0.61 6.59
H 0.01 -2.97 4.13
H -0.97 -1.54 3.51
H 0.64 -1.46 3.66
C 3.19 0.14 1.80
C 3.44 0.14 3.33
N 3.45 0.11 4.54
H 4.05 0.32 1.18
H 2.91 -0.78 1.55
H 2.45 0.83 1.52
C -0.24 -4.60 -2.67
C -0.70 -3.40 -1.86
O -1.67 -3.88 -0.79
H 0.36 -4.48 -3.50
H -1.19 -4.98 -2.90
H 0.43 -5.26 -1.80
H -1.23 -2.75 -2.47
H 0.24 -2.92 -1.59
H -1.47 -3.01 -0.24
C -0.92 3.92 -2.50
C -1.17 2.42 -2.05
O -1.71 2.45 -0.67
H -1.74 4.63 -2.40
H -0.49 3.68 -3.37
H -0.01 4.13 -1.87
H -0.22 2.08 -2.40
H -1.84 2.19 -2.76
H -1.26 1.78 -0.09
C -2.23 3.79 3.93
C -1.25 2.77 3.22
O -1.55 1.39 3.53
H -3.20 3.55 3.59
H -1.83 4.79 3.63
H -2.39 3.70 4.94
H -0.16 2.83 3.42
H -1.24 2.98 2.23
H -0.80 0.90 3.08
C 1.70 -1.07 -5.32
C 0.95 -0.60 -4.09
O 1.49 -1.20 -2.90
H 1.18 -0.55 -6.19
H 1.61 -2.20 -5.40
H 2.86 -0.91 -5.04
H 0.02 -0.91 -4.11
H 1.15 0.49 -4.07
H 1.23 -0.80 -2.07

---

Record 3
12
Properties=species:S:1:pos:R:3 method="wB97M-V/def2-TZVPD" gap_ev=9.43 total_charge=0 largest_force_ev_per_a=5.33 multiplicity=1
C 1.39 0.98 1.06
C -2.13 -0.39 -1.16
C -0.93 -0.81 -0.95
C 0.25 -1.14 -0.68
I 1.57 1.96 2.91
H 2.38 0.72 0.71
H 0.58 1.16 0.39
H -2.44 0.61 -0.76
H -2.76 -0.79 -1.93
H 1.02 -0.67 -1.27
H 0.45 -1.35 0.46
H 0.63 -0.29 1.22

---

Record 4
102
Properties=species:S:1:pos:R:3 method="wB97M-V/def2-TZVPD" gap_ev="2.07 / 2.62" total_charge=0 largest_force_ev_per_a=3.43 multiplicity=3
V 1.21 -2.17 -1.30
Cl 1.08 -2.09 -3.62
C 2.03 -0.49 -3.63
C 2.69 -0.20 -4.80
C 3.44 0.99 -4.95
C 3.33 1.98 -3.94
C 2.72 1.61 -2.77
Cl 2.52 2.92 -1.61
C 2.11 0.35 -2.54
S 1.76 -0.04 -0.85
H 2.67 -0.92 -5.68
H 3.71 1.24 -6.01
H 3.66 3.01 -4.09
C 1.00 -6.24 -1.76
C 2.40 -5.50 -1.48
C 3.19 -6.59 -0.79
P 2.25 -4.00 -0.37
C 4.01 -3.65 0.17
C 4.48 -2.18 -0.04
C 4.50 -4.07 1.65
C 1.04 -4.43 0.90
C 1.16 -5.50 1.83
C 0.04 -5.93 2.61
C 0.26 -7.09 3.52
C -1.20 -5.31 2.34
C -1.33 -4.28 1.43
C -0.24 -3.79 0.67
N -0.37 -2.76 -0.29
C -1.47 -1.91 -0.52
C -2.44 -2.27 -1.46
C -2.29 -3.51 -2.32
C -3.57 -1.47 -1.58
C -3.79 -0.26 -0.87
C -5.07 0.46 -1.15
C -2.86 0.01 0.11
C -1.68 -0.73 0.27
C -0.83 -0.45 1.42
H 1.18 -7.26 -2.17
H 0.31 -5.75 -2.38
H 0.52 -6.51 -0.77
H 2.88 -5.16 -2.43
H 4.28 -6.45 -0.72
H 2.99 -7.54 -1.29
H 2.87 -6.72 0.24
H 4.61 -4.29 -0.46
H 3.93 -1.42 0.60
H 4.56 -1.86 -1.06
H 5.53 -2.02 0.31
H 3.86 -3.63 2.47
H 5.49 -3.65 1.77
H 4.56 -5.13 1.71
H 2.15 -5.89 1.98
H -0.55 -7.10 4.29
H 1.32 -7.13 3.96
H 0.16 -8.04 2.95
H -2.07 -5.60 2.95
H -2.35 -3.99 1.15
H -3.18 -4.13 -2.15
H -1.37 -4.09 -2.05
H -2.15 -3.31 -3.42
H -4.26 -1.78 -2.34
H -5.86 -0.23 -1.23
H -5.03 0.96 -2.12
H -5.44 1.20 -0.40
H -2.83 0.90 0.72
H -1.40 -0.10 2.31
H -0.01 0.22 1.12
H -0.23 -1.32 1.68
Cl 2.46 7.16 8.44
C 1.70 5.99 7.52
C 0.34 5.66 7.73
C -0.28 4.72 6.95
Cl -1.89 4.30 7.43
C 0.41 4.22 5.77
O -0.14 3.46 4.90
C 1.86 4.42 5.73
Cl 2.75 3.50 4.60
C 2.44 5.45 6.44
H -0.21 6.38 8.44
H 3.43 5.82 6.20
C -2.31 6.33 -3.56
N -1.81 5.09 -2.90
C -1.00 5.36 -1.73
N -1.69 6.27 -0.75
C -2.12 7.48 -1.47
N -3.00 7.24 -2.65
C -4.35 6.78 -2.31
P -4.34 5.08 -1.53
C -2.87 4.12 -2.59
C -2.92 5.62 -0.29
H -3.00 6.03 -4.35
H -1.46 6.83 -4.02
H -0.10 5.89 -2.10
H -0.67 4.47 -1.28
H -1.17 8.01 -1.83
H -2.67 8.21 -0.85
H -5.07 6.58 -3.19
H -4.88 7.46 -1.66
H -3.29 3.65 -3.48
H -2.53 3.31 -1.95
H -2.70 4.77 0.34
H -3.49 6.40 0.30

---

Record 5
13
Properties=species:S:1:pos:R:3 method="wB97M-V/def2-TZVPD" smiles="C=NNC(O)(O)O" gap_ev=9.34 total_charge=0 largest_force_ev_per_a=3.82 multiplicity=1
C -2.61 -0.09 -0.13
N -1.43 0.13 0.38
N -0.29 -0.14 -0.37
C 1.02 0.13 0.09
O 1.76 -0.40 -1.04
O 1.22 1.53 0.22
O 1.33 -0.62 1.19
H -3.50 0.33 0.34
H -2.87 -0.86 -0.99
H -0.35 -0.72 -1.13
H 2.52 -0.81 -0.61
H 2.19 1.71 0.03
H 1.01 -0.19 2.03

---

Record 6
18
Properties=species:S:1:pos:R:3 method="wB97M-V/def2-TZVPD" gap_ev=7.19 total_charge=+2 largest_force_ev_per_a=0.08 multiplicity=1
Re -0.84 0.63 1.39
S -4.21 -2.95 3.03
Sb -3.06 -2.87 1.22
S -2.82 0.00 1.03
S 0.65 -1.01 1.36
S -2.02 -3.52 -0.56
C 2.40 -0.20 -3.20
O 1.42 0.60 -2.45
C 1.04 0.26 -1.28
S 1.55 -1.16 -0.53
S -0.03 1.44 -0.56
H 1.91 -1.11 -3.53
H 3.25 -0.40 -2.55
H 2.68 0.43 -4.03
Cl -0.40 1.27 3.68
C -0.53 2.46 2.32
H 0.40 3.01 2.21
H -1.41 3.09 2.46

---

Record 7
53
Properties=species:S:1:pos:R:3 method="wB97M-V/def2-TZVPD" gap_ev=9.85 total_charge=0 largest_force_ev_per_a=0.49 multiplicity=1
C -1.10 -2.58 -4.20
C -0.65 -1.79 -2.98
C 0.71 -1.19 -3.19
C 1.18 -0.07 -2.67
C 0.45 0.85 -1.73
C 1.35 1.26 -0.60
C 1.50 2.48 -0.09
C 0.77 3.73 -0.50
C 0.37 4.50 0.73
C -0.83 4.55 1.28
C -2.07 3.85 0.83
C -2.49 2.76 1.82
C -1.44 1.65 1.90
C -1.88 0.51 2.81
C -0.80 -0.56 2.99
C -0.47 -1.29 1.69
C 0.51 -2.44 1.90
C 0.72 -3.19 0.61
O -0.15 -3.51 -0.16
O 2.01 -3.48 0.41
C 2.33 -4.18 -0.78
H -2.08 -3.01 -4.03
H -1.15 -1.94 -5.08
H -0.40 -3.39 -4.41
H -0.62 -2.45 -2.11
H -1.38 -1.00 -2.77
H 1.36 -1.76 -3.85
H 2.18 0.26 -2.91
H -0.43 0.34 -1.32
H 0.11 1.73 -2.28
H 1.95 0.45 -0.19
H 2.22 2.62 0.71
H 1.45 4.35 -1.09
H -0.09 3.49 -1.11
H 1.18 5.04 1.20
H -0.96 5.13 2.19
H -1.93 3.40 -0.16
H -2.88 4.58 0.75
H -2.64 3.20 2.81
H -3.44 2.33 1.50
H -1.26 1.27 0.90
H -0.50 2.07 2.27
H -2.78 0.04 2.40
H -2.13 0.91 3.79
H -1.15 -1.29 3.73
H 0.11 -0.10 3.38
H -1.39 -1.69 1.25
H -0.03 -0.59 0.98
H 1.47 -2.09 2.27
H 0.10 -3.15 2.63
H 3.36 -4.52 -0.68
H 2.24 -3.51 -1.64
H 1.65 -5.02 -0.92

---

Record 8
61
Properties=species:S:1:pos:R:3 method="wB97M-V/def2-TZVPD" gap_ev=7.12 total_charge=+2 largest_force_ev_per_a=1.32 multiplicity=1
Ti -0.71 0.74 -0.49
C -1.69 1.92 4.24
N -1.93 0.62 3.60
C -1.95 -0.60 4.25
C -2.18 -1.54 3.31
N -2.32 -0.89 2.10
C -2.14 0.43 2.29
S -2.18 1.71 1.14
C -2.67 -1.55 0.88
C -3.54 -2.62 0.99
C -3.81 -3.37 -0.14
C -3.20 -3.02 -1.33
C -2.39 -1.91 -1.35
N -2.13 -1.15 -0.27
H -1.64 1.75 5.32
H -2.52 2.59 4.02
H -0.76 2.34 3.89
H -1.79 -0.69 5.31
H -2.24 -2.61 3.40
H -4.01 -2.85 1.94
H -4.49 -4.22 -0.08
H -3.35 -3.58 -2.24
H -1.92 -1.61 -2.27
Cl 1.81 -0.35 -2.59
C 0.27 -0.04 -3.32
C -0.77 0.42 -2.53
C -1.98 0.67 -3.14
Cl -3.27 1.20 -2.10
C -2.21 0.45 -4.49
Cl -3.75 0.74 -5.17
C -1.15 -0.01 -5.27
Cl -1.38 -0.29 -6.93
C 0.10 -0.26 -4.69
Cl 1.40 -0.82 -5.64
O 1.15 1.26 0.14
C 1.33 0.08 0.56
O 0.24 -0.61 0.59
C 2.62 -0.48 0.91
C 3.75 0.34 0.90
C 4.96 -0.22 1.21
C 5.11 -1.55 1.55
C 3.97 -2.33 1.55
C 2.72 -1.83 1.24
N 4.08 -3.77 1.91
O 5.19 -4.19 2.09
O 3.06 -4.42 1.81
N 6.17 0.65 1.19
O 7.21 0.15 1.54
O 5.99 1.81 0.88
H 3.69 1.39 0.65
H 6.08 -1.97 1.79
H 1.86 -2.48 1.26
N 0.58 3.24 -1.65
C 0.47 4.53 -2.01
C -0.81 4.93 -1.70
C -1.42 3.81 -1.16
N -0.57 2.77 -1.12
H 1.40 2.65 -1.70
H 1.31 5.05 -2.44
H -1.24 5.90 -1.85
H -2.43 3.69 -0.80